Formula: C25H55N3O25P
Source: OMol25
Level of theory: ωB97M-V with the def2-TZVPD basis set

CARTESIAN COORDINATES (ANGSTROEM)
P1 -7.769 2.092 -3.071
O1 -3.442 -4.556 2.108
O2 -7.394 0.736 -4.020
O3 7.074 -3.460 -1.980
O4 2.813 0.111 9.833
O5 1.231 -3.966 2.608
O6 0.485 4.793 3.851
O7 -3.761 0.352 -2.621
O8 1.691 -0.126 7.884
O9 -0.100 1.236 -8.117
O10 -3.190 -5.203 -0.045
O11 0.897 4.117 5.863
O12 5.290 -4.146 -0.771
O13 6.734 -2.565 -0.043
O14 0.343 -0.845 -7.759
O15 1.416 4.417 -4.952
O16 -1.353 2.581 -1.772
O17 3.207 3.134 -4.438
O18 -5.213 -4.816 0.893
O19 2.791 1.708 8.230
O20 0.828 -1.903 1.766
O21 -8.101 1.409 -1.535
O22 1.950 3.843 -2.829
O23 0.478 2.568 4.273
O24 0.703 -2.375 3.974
O25 -0.759 0.314 -6.158
N1 -4.635 1.231 -3.141
N2 -5.131 1.974 -0.912
N3 -6.228 3.010 -2.853
C1 0.912 -2.670 2.689
C2 -5.289 2.045 -2.337
C3 -5.817 -5.152 -0.355
C4 -0.312 0.349 -1.360
C5 3.513 3.060 -5.831
C6 3.626 2.512 9.064
C7 0.285 -1.999 -6.920
C8 -1.635 1.164 -1.685
C9 6.692 -4.379 -3.003
C10 -0.226 0.242 -7.237
C11 1.486 -4.426 1.279
C12 5.962 -2.457 1.152
C13 1.268 -1.417 8.325
C14 2.121 3.856 -4.155
C15 -2.022 -4.595 2.250
C16 -2.376 0.659 -2.984
C17 6.266 -3.460 -0.917
C18 2.467 0.521 8.761
C19 0.816 4.582 -2.382
C20 1.058 3.051 6.807
C21 0.352 -1.009 4.208
C22 0.607 3.710 4.628
C23 0.174 4.502 2.492
C24 -3.877 -4.890 0.890
C25 -0.665 2.476 -7.689
H1 -0.580 -0.758 3.699
H2 -1.906 -0.316 -3.287
H3 -6.894 -5.057 -0.233
H4 -1.782 -4.308 3.272
H5 -7.635 0.550 -1.570
H6 -5.587 -6.182 -0.629
H7 0.773 4.500 -1.298
H8 2.700 2.580 -6.379
H9 0.527 0.671 -2.019
H10 6.711 -5.403 -2.628
H11 0.913 5.637 -2.645
H12 -0.502 3.202 -8.483
H13 0.648 -1.845 7.539
H14 5.953 -3.405 1.691
H15 0.206 -0.883 5.279
H16 -2.306 1.379 -3.846
H17 3.715 4.052 -6.235
H18 1.876 2.407 6.516
H19 -0.560 -0.737 -1.430
H20 -1.645 -5.604 2.078
H21 2.333 -3.896 0.843
H22 4.409 2.452 -5.938
H23 -0.785 3.986 2.418
H24 -4.830 1.314 -4.149
H25 0.966 3.908 2.034
H26 -5.492 -4.465 -1.138
H27 -0.098 4.165 -2.796
H28 5.704 -4.131 -3.393
H29 3.122 2.747 10.002
H30 -6.377 3.655 -2.063
H31 -1.548 -3.885 1.570
H32 -0.108 0.556 -0.274
H33 4.577 2.013 9.253
H34 -2.030 2.901 -2.385
H35 6.435 -1.705 1.781
H36 7.416 -4.291 -3.810
H37 2.126 -2.069 8.485
H38 -1.739 2.374 -7.527
H39 0.776 -2.813 -7.449
H40 -8.164 0.483 -4.551
H41 0.816 -1.821 -5.984
H42 -0.750 -2.284 -6.728
H43 4.946 -2.133 0.926
H44 0.598 -4.313 0.654
H45 1.734 -5.484 1.338
H46 3.822 3.442 8.532
H47 -4.212 2.289 -0.604
H48 -5.369 1.048 -0.556
H49 0.671 -1.337 9.234
H50 -0.171 2.835 -6.785
H51 1.154 -0.344 3.888
H52 0.133 2.480 6.902
H53 0.100 5.450 1.962
H54 -2.318 0.961 -0.808
H55 1.289 3.496 7.771

Charge: +1
Electronic energy, eV: -91755.5095
HOMO level, eV: -12.25


Formula: C24H58Br2N3O6P2SiTa
Source: OMol25
Level of theory: ωB97M-V with the def2-TZVPD basis set

CARTESIAN COORDINATES (ANGSTROEM)
Ta1 0.877 -0.094 1.128
Br1 0.034 -0.987 4.007
Br2 -2.269 -2.837 2.542
P1 -1.957 1.423 0.598
P2 -0.702 0.017 -1.751
Si1 2.015 -3.597 0.120
O1 -1.114 2.673 0.292
O2 -0.591 0.823 -3.027
O3 -0.692 -1.502 -1.893
O4 0.507 0.317 -0.742
O5 -3.181 1.797 1.391
O6 -1.003 0.444 1.413
N1 2.816 -0.560 2.342
N2 2.757 1.030 0.304
N3 1.299 1.650 2.548
C1 1.303 2.245 -3.668
C2 2.765 -3.004 -1.470
C3 -4.651 1.319 1.568
C4 0.947 -2.117 0.922
C5 0.542 1.012 -4.061
C6 -5.401 1.533 0.286
C7 -1.466 4.159 0.059
C8 -4.624 -0.090 2.084
C9 -2.520 -3.123 -1.743
C10 2.948 2.403 0.893
C11 -1.583 -2.462 -2.718
C12 1.355 -0.249 -4.167
C13 3.289 0.435 3.361
C14 -2.236 0.566 -0.949
C15 -0.527 4.617 -1.023
C16 3.235 -4.189 1.390
C17 -2.260 -1.743 -3.853
C18 2.177 1.397 3.727
C19 4.032 0.239 0.354
C20 -2.918 4.359 -0.282
C21 1.735 2.790 1.692
C22 3.904 -0.879 1.375
C23 0.707 -4.862 -0.193
C24 -1.562 -2.147 4.170
H1 -2.967 -3.991 -2.229
H2 3.238 -3.851 -1.977
H3 4.859 0.916 0.561
H4 2.574 2.337 4.113
H5 -0.838 4.236 -1.996
H6 -6.445 1.275 0.475
H7 4.840 -1.064 1.903
H8 2.125 -0.092 -4.923
H9 -4.014 -0.179 2.982
H10 4.267 -3.890 1.197
H11 -4.978 2.013 2.338
H12 3.632 -0.086 4.255
H13 -1.557 -1.297 -4.554
H14 1.773 2.130 -2.688
H15 -1.995 -3.476 -0.856
H16 -3.581 4.181 0.559
H17 0.744 -2.572 1.898
H18 0.190 -5.149 0.726
H19 -0.034 -4.526 -0.920
H20 1.167 -5.768 -0.597
H21 2.089 2.412 -4.406
H22 -1.229 4.610 1.021
H23 0.666 3.127 -3.656
H24 -1.217 -2.970 4.784
H25 -4.273 -0.800 1.331
H26 -2.845 -2.482 -4.403
H27 3.538 -2.242 -1.363
H28 1.859 -0.491 -3.227
H29 -5.380 2.568 -0.045
H30 1.989 -2.627 -2.142
H31 -3.221 3.752 -1.139
H32 2.528 1.155 -0.677
H33 0.506 4.321 -0.834
H34 3.852 2.399 1.495
H35 0.906 3.017 1.026
H36 -2.960 -0.980 -3.503
H37 3.227 -5.282 1.366
H38 4.160 0.945 2.957
H39 4.228 -0.189 -0.628
H40 -0.837 -3.162 -3.088
H41 1.927 3.677 2.300
H42 -0.554 5.707 -1.066
H43 -2.294 -1.525 4.669
H44 0.390 1.926 2.920
H45 3.632 -1.799 0.876
H46 3.115 3.133 0.100
H47 2.630 -1.437 2.826
H48 -2.849 -0.322 -0.769
H49 -0.042 1.185 -4.962
H50 2.975 -3.914 2.417
H51 -5.645 -0.374 2.347
H52 -3.338 -2.461 -1.450
H53 0.022 -2.227 0.319
H54 -2.763 1.239 -1.630
H55 -3.037 5.403 -0.578
H56 -5.052 0.878 -0.515
H57 1.555 0.984 4.515
H58 0.759 -1.104 -4.484

Charge: +4
Relative energy (zero: lowest compared OMol25 entry of this formula, charge and spin), kJ/mol: 46.23
Electronic energy, eV: -210647.2577
HOMO level, eV: -20.50


Formula: C4H13NO
Source: OMol25
Level of theory: ωB97M-V with the def2-TZVPD basis set

CARTESIAN COORDINATES (ANGSTROEM)
O1 0.189 -1.834 1.729
N1 1.877 0.624 0.801
C1 0.412 0.608 0.689
C2 -0.676 1.436 -1.484
C3 -0.103 0.196 -0.680
C4 -1.248 -0.959 -0.624
H1 2.420 1.414 0.958
H2 0.351 1.935 -1.596
H3 -1.479 2.081 -1.081
H4 0.710 -1.722 0.926
H5 2.316 -0.232 0.969
H6 0.506 -2.491 2.423
H7 -0.940 -1.894 -1.086
H8 -0.056 1.559 0.968
H9 -0.895 1.065 -2.385
H10 0.701 -0.089 -1.277
H11 -1.678 -1.233 0.340
H12 -0.235 0.088 1.578
H13 -2.169 -0.552 -1.167

Charge: -1
Relative energy (zero: lowest compared OMol25 entry of this formula, charge and spin), kJ/mol: 202.35
Multiplicity: 2
Electronic energy, eV: -7893.0820
HOMO level (alpha / beta), eV: 1.06 / -5.16


Formula: C14H28O4Si
Source: OMol25
Level of theory: ωB97M-V with the def2-TZVPD basis set

CARTESIAN COORDINATES (ANGSTROEM)
Si1 -2.359 -0.989 -3.713
O1 2.074 -1.313 0.390
O2 0.459 0.506 3.778
O3 -0.099 1.605 5.642
O4 2.311 0.594 -0.647
C1 2.240 -1.502 -1.963
C2 0.800 1.356 -2.493
C3 2.187 1.353 -1.859
C4 -0.180 2.405 -1.932
C5 0.471 0.694 5.115
C6 -1.366 1.855 -1.123
C7 1.146 -0.715 3.426
C8 -1.065 0.759 -0.093
C9 -2.988 -0.806 -0.924
C10 -2.312 -0.062 0.250
C11 2.071 -0.991 4.607
C12 2.193 -0.741 -0.660
C13 1.282 -0.405 5.776
C14 -2.017 -1.487 -1.929
H1 2.453 2.369 -1.557
H2 1.220 -1.615 -2.339
H3 -2.154 1.549 -1.816
H4 -0.608 2.932 -2.792
H5 1.907 0.008 6.563
H6 -1.788 2.698 -0.563
H7 2.646 -2.490 -1.756
H8 3.004 -0.439 4.478
H9 -0.970 -1.345 -1.663
H10 -3.051 0.633 0.669
H11 -0.717 1.238 0.830
H12 -3.595 -1.602 -0.482
H13 -1.188 -1.204 -4.594
H14 0.974 1.553 -3.555
H15 1.674 -0.576 2.486
H16 2.946 1.031 -2.577
H17 -0.255 0.088 -0.392
H18 2.845 -1.019 -2.729
H19 -3.699 -0.159 -1.447
H20 -2.105 -0.786 1.042
H21 0.362 0.355 -2.430
H22 -3.551 -1.717 -4.196
H23 -2.677 0.458 -3.773
H24 0.400 -1.504 3.297
H25 0.587 -1.127 6.208
H26 0.369 3.168 -1.370
H27 2.316 -2.045 4.716
H28 -2.187 -2.570 -1.904

Relative energy (zero: lowest compared OMol25 entry of this formula, charge and spin), kJ/mol: 88.07
Electronic energy, eV: -31039.5841
HOMO level, eV: -9.88


Formula: C3H5N2OS
Source: OMol25
Level of theory: ωB97M-V with the def2-TZVPD basis set

CARTESIAN COORDINATES (ANGSTROEM)
S1 0.269 1.712 0.044
O1 -2.627 -0.877 -0.219
N1 -0.134 -0.832 0.024
N2 0.709 0.055 0.142
C1 2.096 -0.409 0.083
C2 -1.650 -0.013 -0.188
C3 -1.382 1.302 -0.156
H1 -2.277 -1.663 0.159
H2 2.332 -1.264 0.669
H3 2.203 -0.510 -0.973
H4 -2.167 2.038 -0.105
H5 2.628 0.461 0.520

Charge: +1
Relative energy (zero: lowest compared OMol25 entry of this formula, charge and spin), kJ/mol: 246.36
Multiplicity: 3
Electronic energy, eV: -19042.0217
HOMO level (alpha / beta), eV: -11.70 / -15.46


Formula: C9H22AlFN2O
Source: OMol25
Level of theory: ωB97M-V with the def2-TZVPD basis set

CARTESIAN COORDINATES (ANGSTROEM)
Al1 4.269 -1.009 3.893
F1 5.818 -1.631 2.981
O1 -0.067 0.470 1.237
N1 -0.054 0.123 -0.128
N2 2.873 -0.864 2.549
C1 -0.862 -2.136 0.772
C2 0.045 1.167 -2.408
C3 -1.006 -1.023 -0.319
C4 -2.497 -0.578 -0.321
C5 -2.785 0.655 -1.172
C6 -0.341 1.368 -0.917
C7 0.552 2.572 -0.475
C8 -1.829 1.793 -0.833
C9 -0.651 -1.751 -1.646
H1 -1.291 -1.444 -2.479
H2 -3.134 -1.403 -0.664
H3 4.606 0.440 4.502
H4 0.175 -2.491 0.846
H5 -0.021 2.113 -2.961
H6 -0.601 0.477 -2.944
H7 -2.060 2.156 0.178
H8 -2.022 2.636 -1.507
H9 0.403 3.435 -1.137
H10 -2.720 0.405 -2.237
H11 1.616 2.309 -0.514
H12 3.237 -1.180 1.611
H13 0.321 2.922 0.537
H14 2.747 0.182 2.428
H15 3.884 -1.924 5.125
H16 -3.816 0.983 -1.001
H17 -2.817 -0.355 0.706
H18 -1.492 -3.002 0.532
H19 0.394 -1.587 -1.931
H20 -1.183 -1.799 1.765
H21 1.077 0.810 -2.502
H22 -0.767 -2.838 -1.566

Electronic energy, eV: -24027.3129
HOMO level, eV: -7.92